Record 1
ORCA calculation (ωB97M-V with the def2-TZVPD basis set) on 2 unconnected molecules or ions with the total composition C4H13N3O.

Output
Highest occupied orbital energy (eV): -17.42
Energy above the lowest of the compared OMol25 structures with the same formula, charge and spin (kcal per mole): 1.4

The geometry in ORCA input format:
```
! RIJCOSX wB97M-V def2-TZVPD def2/J DEFGRID3
* xyz 2 1
C -0.36 2.12 -0.61
C 2.10 -1.02 0.29
C -0.29 -0.90 0.90
C 0.71 -1.56 0.22
N -1.16 1.62 -1.53
N -0.26 3.37 -0.29
N -1.62 -1.62 1.13
O 0.52 -2.57 -0.65
H 2.50 -0.50 -0.66
H 2.37 -0.32 1.03
H 0.24 1.31 -0.16
H -0.05 -0.14 1.62
H 2.80 -1.86 0.38
H -1.19 0.67 -1.93
H -1.60 2.23 -2.16
H 0.35 3.58 0.48
H -0.78 4.17 -0.67
H -1.74 -1.90 2.16
H -1.46 -2.54 0.83
H -2.49 -1.26 0.64
H 1.42 -2.89 -1.01
*
```

---

Record 2
ORCA calculation (ωB97M-V with the def2-TZVPD basis set) on 2 unconnected molecules or ions with the total composition C4H13N3O.

Output
Highest occupied orbital energy (eV): -18.60
Energy above the lowest of the compared OMol25 structures with the same formula, charge and spin (kcal per mole): 71.6

The geometry in ORCA input format:
```
! RIJCOSX wB97M-V def2-TZVPD def2/J DEFGRID3
* xyz 2 1
C -1.10 -1.71 0.74
C 0.34 1.41 -1.97
C 2.27 0.80 -0.37
C 0.12 1.02 0.61
N -2.27 -2.06 0.15
N -0.88 -2.38 1.85
N 0.97 1.54 -0.63
O -0.34 2.00 1.21
H 1.06 1.86 -2.68
H 0.25 0.35 -2.22
H -0.61 1.89 -2.08
H 2.10 0.46 0.60
H 2.30 -0.16 -0.97
H 3.17 1.41 -0.55
H -0.46 -1.08 0.39
H -2.38 -2.14 -0.80
H -3.19 -2.54 0.46
H -0.18 -1.93 2.43
H -1.50 -3.06 2.27
H 1.10 2.54 -0.45
H -0.76 1.77 2.03
*
```

---

Record 3
ORCA calculation (ωB97M-V with the def2-TZVPD basis set) on 3 unconnected molecules or ions with the total composition C4H13N3O2.

Output
Highest occupied orbital energy (eV): -7.70
Energy above the lowest of the compared OMol25 structures with the same formula, charge and spin (kcal per mole): 182.6

The geometry in ORCA input format:
```
! RIJCOSX wB97M-V def2-TZVPD def2/J DEFGRID3
* xyz 0 1
C 2.10 -0.99 0.48
N 0.72 -0.68 0.14
N -1.51 -1.74 1.03
O -0.49 -0.96 1.53
O 0.29 -1.67 -0.77
H -0.60 -1.90 -0.39
H -1.66 -2.50 1.70
H -2.34 -1.15 0.96
H 2.79 -0.55 -0.24
H 2.34 -0.59 1.47
H 2.29 -2.07 0.51
C -1.73 0.68 -1.66
C 0.81 2.08 0.66
C 0.21 1.18 -0.40
N -1.12 1.29 -0.50
H 0.77 1.18 -1.35
H -2.45 -0.09 -1.33
H -2.26 1.44 -2.24
H -1.06 0.15 -2.35
H 0.40 1.80 1.63
H 1.90 1.99 0.68
H 0.58 3.12 0.43
*
```

---

Record 4
ORCA calculation (ωB97M-V with the def2-TZVPD basis set) on 2 unconnected molecules or ions with the total composition C4H13N3O2.

Output
Highest occupied orbital energy (eV): -8.68
Energy above the lowest of the compared OMol25 structures with the same formula, charge and spin (kcal per mole): 77.0
Structure (SMILES): NN(CO)CO.C=NC

The geometry in ORCA input format:
```
! RIJCOSX wB97M-V def2-TZVPD def2/J DEFGRID3
* xyz 0 1
C 1.24 1.31 0.30
C -0.57 -0.70 1.67
C -0.86 -0.57 -0.81
C 0.40 2.61 -1.46
N 0.12 -0.69 0.39
N 0.36 2.15 -0.10
N 0.97 -1.82 0.21
O -1.37 -1.83 1.90
O -1.69 -1.70 -0.91
H -2.03 -1.87 1.19
H -1.13 -2.47 -1.05
H 0.69 -2.61 0.79
H 1.91 -1.57 0.50
H 1.46 1.28 1.36
H 2.00 0.89 -0.37
H 0.18 -0.70 2.47
H -1.14 0.23 1.72
H -1.51 0.29 -0.67
H -0.22 -0.46 -1.69
H 1.03 1.99 -2.12
H -0.62 2.63 -1.85
H 0.77 3.64 -1.48
*
```

---

Record 5
ORCA calculation (ωB97M-V with the def2-TZVPD basis set) on 2 unconnected molecules or ions with the total composition C4H13N4.

Output
Highest occupied orbital energy (eV): -12.41
Energy above the lowest of the compared OMol25 structures with the same formula, charge and spin (kcal per mole): 137.7

The geometry in ORCA input format:
```
! RIJCOSX wB97M-V def2-TZVPD def2/J DEFGRID3
* xyz 1 1
C -1.43 0.92 0.03
C 3.49 0.60 -0.38
C -3.72 0.01 0.02
C 2.54 -0.25 0.46
N -2.28 -0.04 -0.15
N -0.04 -1.50 0.13
N -0.12 0.79 -0.11
N 0.60 -0.36 -0.35
H -1.73 2.07 -0.04
H 4.45 0.31 -0.23
H 3.23 0.35 -1.50
H 3.27 1.74 -0.26
H -3.86 -0.87 0.54
H -4.26 -0.02 -0.90
H -4.11 0.92 0.62
H 2.38 0.18 1.51
H 2.87 -1.33 0.42
H 0.41 -1.91 0.88
H -0.08 -2.21 -0.62
H 0.40 1.56 0.18
H -2.00 -0.97 -0.24
*
```

---

Record 6
ORCA calculation (ωB97M-V with the def2-TZVPD basis set) on 2 unconnected molecules or ions with the total composition C4H13N4O.

Output
Highest occupied orbital energy (eV): -13.15
Energy above the lowest of the compared OMol25 structures with the same formula, charge and spin (kcal per mole): 60.5

The geometry in ORCA input format:
```
! RIJCOSX wB97M-V def2-TZVPD def2/J DEFGRID3
* xyz 1 1
C -3.38 -0.56 -1.84
C -1.22 -0.95 -0.77
N -0.66 -0.10 -1.66
N -2.42 -1.45 -1.02
N -0.46 -1.45 0.26
H -0.89 0.11 -2.63
H 0.33 0.07 -1.36
H -2.91 -2.24 -0.65
H -0.82 -2.15 0.90
H 0.23 -0.79 0.70
H -4.02 -1.25 -2.32
H -2.86 0.22 -2.28
H -4.04 0.05 -1.20
C 2.75 1.60 0.54
C 2.51 0.53 1.52
O 2.65 -0.68 1.38
N 2.16 0.95 2.79
H 2.36 0.25 3.50
H 2.05 1.85 3.19
H 2.60 1.21 -0.51
H 3.69 2.21 0.56
H 2.33 2.58 0.89
*
```

---

Record 7
ORCA calculation (ωB97M-V with the def2-TZVPD basis set) on a single C4H13N4O2P molecule.

Output
Highest occupied orbital energy (alpha / beta) (eV): -4.66 / -8.93
Energy above the lowest of the compared OMol25 structures with the same formula, charge and spin (kcal per mole): 51.0
⟨S²⟩: 2.010

The geometry in ORCA input format:
```
! RIJCOSX wB97M-V def2-TZVPD def2/J DEFGRID3
* xyz 0 3
C -1.31 1.40 0.64
C -0.29 2.56 0.92
C 0.39 0.63 2.06
C -0.18 -2.04 0.53
N -0.72 0.22 1.22
N -0.48 -1.02 -2.74
N 1.86 -1.11 -1.40
N -0.35 -0.70 -0.01
O 0.61 1.17 -1.74
O 0.54 2.00 1.96
P 0.40 -0.26 -1.46
H -2.19 1.67 1.11
H -1.32 1.32 -0.48
H 0.50 2.81 0.12
H -0.75 3.43 1.27
H 0.16 0.25 3.07
H 1.28 0.15 1.81
H -0.95 -2.11 1.26
H -0.33 -2.87 -0.26
H 0.75 -2.18 1.04
H -0.98 -0.48 -3.33
H -0.97 -1.82 -2.44
H 1.88 -2.00 -1.03
H 2.44 -1.03 -2.13
*
```

---

Record 8
ORCA calculation (ωB97M-V with the def2-TZVPD basis set) on 2 unconnected molecules or ions with the total composition C4H13N5.

Output
Highest occupied orbital energy (eV): -7.78
Energy above the lowest of the compared OMol25 structures with the same formula, charge and spin (kcal per mole): 12.4
Structure (SMILES): [H]/N=C(/C)N.C=C(N)NN

The geometry in ORCA input format:
```
! RIJCOSX wB97M-V def2-TZVPD def2/J DEFGRID3
* xyz 0 1
C -0.11 -1.66 1.49
C -1.06 -1.12 0.47
N -1.94 -0.18 0.93
N -1.05 -1.59 -0.71
H -1.68 0.34 1.75
H -2.46 0.34 0.23
H -1.74 -1.18 -1.33
H 0.37 -0.84 2.02
H 0.64 -2.28 0.99
H -0.66 -2.28 2.20
N 1.76 0.35 -0.71
C 0.73 1.22 -0.36
N 1.57 -0.70 -1.64
N -0.24 1.44 -1.36
C 0.66 1.81 0.84
H 2.28 0.03 0.09
H 0.69 -1.20 -1.47
H 1.55 -0.31 -2.58
H -0.75 2.30 -1.23
H 0.14 1.36 -2.29
H 1.38 1.58 1.61
H -0.07 2.56 1.06
*
```

---

Record 9
ORCA calculation (ωB97M-V with the def2-TZVPD basis set) on 3 unconnected molecules or ions with the total composition C4H13N6.

Output
Highest occupied orbital energy (eV): -13.06
Energy above the lowest of the compared OMol25 structures with the same formula, charge and spin (kcal per mole): 93.8

The geometry in ORCA input format:
```
! RIJCOSX wB97M-V def2-TZVPD def2/J DEFGRID3
* xyz 1 1
C -1.22 -0.19 1.20
C -0.59 -0.39 -0.18
C 0.90 0.25 0.18
C -2.64 -0.54 1.39
N -0.46 0.51 1.93
N 0.73 0.72 1.34
N -0.79 -1.66 -0.86
N 0.91 0.75 -2.93
N 1.88 0.33 -0.60
N 2.19 1.10 2.59
H -1.24 0.31 -0.76
H -3.17 0.04 2.12
H -2.62 -1.55 1.81
H -3.12 -0.53 0.33
H -0.80 -1.50 -1.86
H -0.37 -2.43 -0.40
H 0.78 -0.14 -3.36
H 1.23 1.34 -3.70
H 2.77 0.60 -0.21
H 1.74 0.32 -1.77
H 1.55 1.46 3.24
H 0.04 1.15 -2.45
H 2.30 0.06 2.95
*
```

---

Record 10
ORCA calculation (ωB97M-V with the def2-TZVPD basis set) on 2 unconnected molecules or ions with the total composition C4H13NO.

Output
Highest occupied orbital energy (eV): -9.15
Energy above the lowest of the compared OMol25 structures with the same formula, charge and spin (kcal per mole): 15.6
Structure (SMILES): CC[C@H](C)N.O

The geometry in ORCA input format:
```
! RIJCOSX wB97M-V def2-TZVPD def2/J DEFGRID3
* xyz 0 1
C -0.26 1.08 -1.50
C -0.41 0.09 -0.34
C -0.74 -1.34 -0.80
C -1.81 -2.07 0.04
N 0.72 0.06 0.58
H -0.98 1.90 -1.44
H 0.72 1.56 -1.51
H -0.35 0.62 -2.49
H -1.26 0.43 0.25
H -1.00 -1.33 -1.86
H 0.18 -1.92 -0.74
H -2.54 -2.52 -0.62
H -1.37 -2.85 0.64
H -2.35 -1.36 0.67
H 1.45 -0.62 0.36
H 1.18 0.96 0.67
H 2.54 2.05 2.14
H 3.48 2.96 2.92
O 2.80 2.29 3.04
*
```

---

Record 11
ORCA calculation (ωB97M-V with the def2-TZVPD basis set) on 2 unconnected molecules or ions with the total composition C4H13NO.

Output
Highest occupied orbital energy (eV): -8.66
Energy above the lowest of the compared OMol25 structures with the same formula, charge and spin (kcal per mole): 20.0
Structure (SMILES): CCNCC.O

The geometry in ORCA input format:
```
! RIJCOSX wB97M-V def2-TZVPD def2/J DEFGRID3
* xyz 0 1
C -0.02 -0.04 -2.68
C -1.07 0.10 -1.58
N -0.60 1.04 -0.55
C -1.64 1.44 0.38
C -1.08 1.57 1.78
H 0.96 -0.23 -2.24
H -0.21 -0.86 -3.35
H 0.08 0.92 -3.19
H -1.31 -0.85 -1.12
H -1.92 0.59 -2.09
H -0.18 1.82 -1.04
H -2.47 0.77 0.17
H -2.01 2.43 0.08
H -1.77 1.28 2.57
H -0.74 2.59 1.99
H -0.27 0.87 1.87
H 5.36 -4.09 3.29
H 3.98 -4.56 2.88
O 4.91 -4.82 2.84
*
```

---

Record 12
ORCA calculation (ωB97M-V with the def2-TZVPD basis set) on 2 unconnected molecules or ions with the total composition C4H13NO.

Output
Highest occupied orbital energy (eV): -8.63
Energy above the lowest of the compared OMol25 structures with the same formula, charge and spin (kcal per mole): 21.0
Structure (SMILES): CCN(C)C.O

The geometry in ORCA input format:
```
! RIJCOSX wB97M-V def2-TZVPD def2/J DEFGRID3
* xyz 0 1
C -0.29 -0.02 1.99
C -0.70 -0.76 0.73
N 0.14 -0.57 -0.43
C -0.25 -1.47 -1.49
C 1.53 -0.80 -0.12
H -0.48 1.05 1.85
H 0.78 -0.12 2.17
H -0.83 -0.41 2.85
H -0.80 -1.84 0.96
H -1.73 -0.48 0.48
H 0.08 -2.47 -1.32
H -1.34 -1.52 -1.55
H 0.11 -1.08 -2.43
H 1.71 -1.67 0.52
H 2.03 0.03 0.37
H 2.10 -1.02 -1.02
H -1.26 2.87 -0.39
H 0.02 2.75 -1.34
O -0.36 3.14 -0.56
*
```

---

Please write out number 12 again, unchanged.
ORCA calculation (ωB97M-V with the def2-TZVPD basis set) on 2 unconnected molecules or ions with the total composition C4H13NO.

Output
Highest occupied orbital energy (eV): -8.63
Energy above the lowest of the compared OMol25 structures with the same formula, charge and spin (kcal per mole): 21.0
Structure (SMILES): CCN(C)C.O

The geometry in ORCA input format:
```
! RIJCOSX wB97M-V def2-TZVPD def2/J DEFGRID3
* xyz 0 1
C -0.29 -0.02 1.99
C -0.70 -0.76 0.73
N 0.14 -0.57 -0.43
C -0.25 -1.47 -1.49
C 1.53 -0.80 -0.12
H -0.48 1.05 1.85
H 0.78 -0.12 2.17
H -0.83 -0.41 2.85
H -0.80 -1.84 0.96
H -1.73 -0.48 0.48
H 0.08 -2.47 -1.32
H -1.34 -1.52 -1.55
H 0.11 -1.08 -2.43
H 1.71 -1.67 0.52
H 2.03 0.03 0.37
H 2.10 -1.02 -1.02
H -1.26 2.87 -0.39
H 0.02 2.75 -1.34
O -0.36 3.14 -0.56
*
```

---

> What is the formula in the ninth record?

C4H13N6

---

> What is the energy above the lowest of the compared OMol25 structures with the same formula, charge and spin in the sixth record?

60.5 kcal per mole